Density functional theory data (ωB97M-V/def2-TZVPD) for a single C5H4S molecule.

Element x y z (Å)
C (2.9366, -0.5549, 1.3703)
H (-0.9622, 0.5282, -1.3421)
C (2.0814, -0.0244, 0.5179)
H (-1.1237, 0.5285, 1.4855)
H (1.5812, 0.2079, -1.5253)
S (-3.3113, 0.1695, 0.5463)
H (-0.4174, -1.2180, -0.5327)
C (-1.6244, 0.2281, 0.5224)
C (-0.3991, -0.0595, -0.5341)
C (1.2389, 0.1945, -0.5082)

Relative energy (zero: lowest compared OMol25 entry of this formula, charge and spin) = 576.2 kJ/mol
LUMO = -0.0727 Eh
HOMO = -9.22 eV
Molar mass = 96.2 g/mol
Net charge = 0

Density functional theory data (ωB97M-V/def2-TZVPD) for a single C5H4S molecule.

Element x y z (Å)
H (2.1744, 0.0914, 0.3173)
C (-0.0337, 0.0679, 0.0311)
C (-2.7153, -0.2136, -0.0362)
H (1.6417, 1.1764, -0.8895)
C (-0.4901, -1.2086, -0.2282)
H (0.0030, -2.1167, -0.5302)
C (-1.8163, -1.1014, -0.0571)
C (1.3621, 0.7627, 0.0157)
S (-1.4682, 0.9503, 0.5699)
H (1.3426, 1.5918, 0.8070)

Relative energy (zero: lowest compared OMol25 entry of this formula, charge and spin) = 320.9 kJ/mol
LUMO = -0.0204 Eh
Structure (SMILES) = CC1=CC2=S1#C2
HOMO = -9.16 eV
Molar mass = 96.2 g/mol
Net charge = 0

Density functional theory data (ωB97M-V/def2-TZVPD) for 2 unconnected molecules or ions with the total composition C5H4S3.

Element x y z (Å)
H (-1.7939, -2.3053, -0.5564)
S (-2.6713, -0.3238, -2.4075)
C (1.5362, 0.7115, 0.8037)
C (-1.7130, -0.3170, -0.9998)
S (-0.9255, 1.1654, -0.4270)
S (2.3111, 2.2588, 0.5512)
C (-0.2558, -1.1516, 0.6841)
H (2.2473, 2.5572, -1.2733)
C (-1.2177, -1.4932, -0.2381)
H (0.0826, -1.7462, 1.6516)
H (2.2304, 0.3585, 1.5802)
C (0.1696, 0.2856, 0.6314)

Relative energy (zero: lowest compared OMol25 entry of this formula, charge and spin) = 323.0 kJ/mol
LUMO = -0.0653 Eh
HOMO = -8.27 eV
Molar mass = 160.3 g/mol
Net charge = 0

Density functional theory data (ωB97M-V/def2-TZVPD) for a molecular structure, C5H5AlBiCl2NO5.

Element x y z (Å)
H (1.4790, 3.2908, 1.8308)
O (-0.3323, -3.4231, 0.1504)
H (0.9459, 0.9847, 3.2774)
H (2.5719, 3.2728, 3.1384)
C (-4.1726, -4.0625, -4.1302)
C (-3.7459, -0.7530, -3.2884)
C (0.2576, -2.5267, -0.2575)
Cl (-0.8218, -0.0665, -1.7949)
H (2.7056, 1.0810, 2.9484)
O (-3.9155, 0.3791, -3.1043)
O (1.4327, 2.1556, 0.4002)
N (1.6742, 2.9251, 2.7925)
C (1.7180, 1.4433, 2.6548)
Bi (-2.5024, -2.6309, -3.6178)
O (1.3105, -0.0584, 0.8683)
Cl (2.8785, -1.0459, -1.8859)
H (0.9678, 3.2151, 3.4753)
O (-5.0605, -4.7438, -3.8150)
C (1.4687, 1.2025, 1.1889)
Al (1.1406, -0.6391, -0.8316)

Relative energy (zero: lowest compared OMol25 entry of this formula, charge and spin) = 10.2 kJ/mol
LUMO (alpha / beta) = -0.6186 / -0.7145 Eh
HOMO (alpha / beta) = -23.67 / -23.38 eV
Molar mass = 466.0 g/mol
Net charge = +4

Density functional theory data (ωB97M-V/def2-TZVPD) for a single C5H5BrN2O molecule.

Element x y z (Å)
C (0.1786, -1.0895, 2.1039)
C (0.7877, 0.6431, 0.1142)
C (-0.2886, 1.0604, -1.8273)
H (-0.7845, -1.0922, -1.7552)
C (1.0777, -0.0919, 2.4544)
H (0.1475, 0.8523, -2.8062)
H (-0.9555, 1.9249, -1.8957)
H (-0.1398, -1.8020, 2.8595)
O (0.7952, 1.4166, -0.9348)
C (-0.9405, -0.1682, -1.1875)
Br (2.8632, -0.2677, 2.7505)
N (-0.5537, -1.1080, 1.0287)
N (-0.1863, -0.2307, 0.0640)
H (-2.0012, -0.0472, -0.9684)

Relative energy (zero: lowest compared OMol25 entry of this formula, charge and spin) = 479.6 kJ/mol
LUMO = -0.0130 Eh
HOMO = -7.91 eV
Molar mass = 189.0 g/mol
Net charge = 0

Density functional theory data (ωB97M-V/def2-TZVPD) for 2 unconnected molecules or ions with the total composition C5H5BrN2O3.

Element x y z (Å)
C (1.1627, -0.4752, -0.7053)
H (0.6307, -0.6033, 2.7017)
O (-0.2926, 3.1040, 0.3176)
Br (-2.3070, -2.8085, -0.1445)
H (-2.0859, 1.3600, 0.3343)
C (1.3972, -0.2114, 0.6177)
H (1.7742, -0.0076, -1.4920)
H (2.3172, 0.3740, 0.9689)
H (-0.2459, -1.6415, -2.0883)
N (-0.4246, 2.2857, -0.5456)
N (-0.5835, -1.2612, 1.2965)
C (0.0476, -1.2455, -1.0501)
C (-0.7626, -1.5689, 0.0628)
O (0.2029, 2.0669, -1.5367)
C (0.5002, -0.6430, 1.5858)
O (-1.3306, 1.2755, -0.3230)

LUMO (alpha / beta) = 0.0046 / -0.1174 Eh
HOMO (alpha / beta) = -5.49 / -10.20 eV
Molar mass = 221.0 g/mol
Expectation value of S² = 2.0411
Multiplicity = 3
Net charge = 0

Density functional theory data (ωB97M-V/def2-TZVPD) for a single C5H5Cl molecule.

Element x y z (Å)
C (-1.2356, -0.3627, 0.0180)
H (0.4627, -1.5608, -0.6250)
Cl (-0.4780, 2.1280, -1.0777)
C (1.1942, -0.0228, 0.7114)
C (0.2188, -0.5738, -0.2323)
H (2.8145, 0.7688, 2.1629)
H (-0.8275, -0.0705, -2.0770)
H (-2.0115, -1.1594, -0.2617)
C (2.0419, 0.3485, 1.5141)
H (-1.5355, 0.1588, 0.9668)
C (-0.6440, 0.3457, -1.0996)

Relative energy (zero: lowest compared OMol25 entry of this formula, charge and spin) = 202.7 kJ/mol
LUMO = 0.0346 Eh
Structure (SMILES) = C#C[C@H]1C[C@H]1Cl
HOMO = -9.64 eV
Molar mass = 100.5 g/mol
Net charge = 0

Density functional theory data (ωB97M-V/def2-TZVPD) for a molecular structure, C5H5Cl15.

Element x y z (Å)
Cl (29.4319, -2.7488, 9.9076)
H (30.5462, -1.2579, 8.5430)
Cl (32.1229, -0.5444, 8.9094)
C (34.4889, -2.6720, 8.3454)
Cl (29.2823, -0.4762, 7.6937)
C (28.5709, 1.0383, 8.3070)
H (33.4692, -2.8414, 7.9997)
Cl (29.8503, 1.9330, 9.1076)
Cl (30.1433, -3.0475, 7.1069)
Cl (34.0433, 1.4859, 8.7680)
Cl (34.5654, -2.1162, 10.0420)
Cl (35.1463, -1.3341, 7.2680)
C (32.4243, 1.0974, 9.3330)
Cl (32.2612, 1.2128, 11.1470)
C (30.6477, -1.3594, 11.7615)
Cl (30.3611, -0.8890, 13.4766)
Cl (32.3835, -1.3924, 11.3118)
H (31.6619, 1.7447, 8.8996)
C (30.6095, -2.3415, 8.6429)
Cl (27.2612, 0.7036, 9.4518)
Cl (32.2729, -2.8150, 9.0515)
H (30.3533, -2.3928, 11.5786)
Cl (29.8502, -0.2016, 10.6718)
H (28.1638, 1.6296, 7.4868)
Cl (35.5034, -4.1286, 8.0061)

Relative energy (zero: lowest compared OMol25 entry of this formula, charge and spin) = 1167.5 kJ/mol
LUMO = 0.0046 Eh
HOMO = -9.38 eV
Molar mass = 596.9 g/mol
Net charge = 0

Density functional theory data (ωB97M-V/def2-TZVPD) for a single C5H5Cl2F molecule.

Element x y z (Å)
H (-1.0664, -0.6940, 1.8122)
H (2.1614, 0.4544, -0.8662)
C (-0.7602, -0.5618, 0.7789)
C (0.5538, 1.7696, -0.4253)
C (-1.5790, -0.8156, -0.2180)
H (-0.2688, 2.0394, 0.3168)
H (1.2190, -0.6863, 1.4782)
H (0.8816, 2.4294, -1.2087)
F (-1.1512, -0.9851, -1.4447)
C (0.7610, -0.6073, 0.4842)
Cl (1.3354, -2.1108, -0.2961)
C (1.2116, 0.5622, -0.3015)
Cl (-3.2981, -0.7940, -0.1099)

Relative energy (zero: lowest compared OMol25 entry of this formula, charge and spin) = 152.9 kJ/mol
LUMO = 0.0277 Eh
Structure (SMILES) = C=C[C@H](Cl)/C=C(\F)Cl
HOMO = -9.73 eV
Molar mass = 155.0 g/mol
Net charge = 0

Number 1: E -590.83203 Eh. Number 2: E -590.92924 Eh. Number 3: E -1387.33462 Eh. Number 4: E -2000.20868 Eh. Number 5: E -2952.08497 Eh. Number 6: E -3102.45334 Eh. Number 7: E -653.60357 Eh. Number 8: E -7095.93225 Eh. Number 9: E -1213.70331 Eh.